The following is a DFT calculation (wB97M-V/def2-TZVPD) of a cluster of 2 separate species, C3H4N2O2S in total at a distorted geometry.

```
! wB97M-V def2-TZVPD RIJCOSX def2/J DEFGRID3
* xyz 0 1
S -1.52832 0.66104 -1.07917
O -1.01276 1.34545 1.49661
O 2.02087 1.11800 -1.83531
N 1.28665 1.64719 0.33094
N -1.25985 -0.64690 0.13406
C -1.24164 0.58061 0.59880
C 1.65459 1.38250 -0.78332
C -0.26247 -1.73716 0.11434
H -0.64267 -2.53731 0.77601
H 0.69590 2.11656 0.97859
H -0.54270 -2.23987 -0.81807
H 0.83239 -1.69011 0.08653
*
```

**Energy relative to the best compared isomer or geometry (same formula, charge and spin)**: 297.0 kJ/mol
**HOMO level**: -9.4 eV
**Structure (SMILES)**: CN1SC1=O.N=C=O
**LUMO energy**: -0.166 eV
**Orbital gap**: 9.220 eV

natural (NBO) population analysis, charges in e, atoms 1 to 8: S 0.244; O -0.563; O -0.527; N -0.812; N -0.473; C 0.575; C 0.860; C -0.447

=====

The following is a DFT calculation (wB97M-V/def2-TZVPD) of a structure of composition C31H28N7O3S9V.

```
! wB97M-V def2-TZVPD RIJCOSX def2/J DEFGRID3
* xyz 0 3
V 0.97758 -0.21491 1.41066
S 2.04965 -5.71477 -1.97651
S 3.46177 -2.51471 -4.50624
S 3.06405 -0.82564 0.58967
S 1.06161 -2.92969 -1.97866
S -1.10578 2.10951 1.81521
S -0.80513 -2.22639 1.90917
S 3.95800 -5.41561 -4.07208
S 3.62407 -8.09807 -2.82129
S 1.37738 3.06048 -1.41407
O -1.32030 -0.69347 -1.38000
O -0.00398 -3.33608 2.31093
O -0.80444 -1.08122 2.85178
N 2.24664 -0.44375 3.01779
N 2.00044 0.28604 -2.92929
N 0.23786 1.55551 1.11589
N -0.34535 -1.49817 0.54600
N -0.78798 2.33692 -2.93315
N 0.77269 0.92664 -3.04046
N -1.23323 1.38393 -3.79290
C 0.85092 5.43740 3.01249
C 2.10798 -0.67716 4.33693
C -2.16607 3.90932 -0.03753
C -0.70509 3.69331 2.53901
C -1.70443 4.35550 3.24005
C -3.07169 1.66067 0.01977
C -2.20430 2.63044 0.50287
C -4.48205 -3.80131 1.18138
C -1.41371 5.57643 3.82192
C -4.62612 -3.31897 -0.11695
C 3.03640 -3.98030 -3.65730
C 3.19611 -1.09564 2.31102
C -2.51980 -2.22873 0.03830
C -1.33374 -1.40293 -0.40318
C -3.64366 -2.52734 -0.70346
C 3.25892 -6.49518 -2.93600
C 0.43771 2.09115 -2.45153
C -3.04677 4.22262 -1.06149
C 2.97390 -1.49863 5.00825
C -0.25258 0.52847 -3.85763
C 0.57266 4.21065 2.42315
C 4.08080 -1.98709 2.92456
C -3.34851 -3.50490 1.93132
C -2.39830 -2.70501 1.33672
C -0.13771 6.11610 3.70664
C 4.69348 -1.87841 -3.33341
C -3.92003 1.97585 -1.02938
C 2.12672 -4.09301 -2.65904
C -3.91463 3.25733 -1.56012
C 3.97263 -2.16212 4.28254
C -0.20194 -0.69872 -4.67801
H 0.04044 -1.56118 -4.05358
H 0.62084 2.13661 0.33974
H -1.46922 4.64773 0.33478
H 1.28665 -0.17881 4.83394
H 4.97502 -0.87705 -3.65027
H -3.72940 -2.16649 -1.71943
H -4.58689 3.50453 -2.37033
H -5.25451 -4.42612 1.60720
H -2.18167 6.10667 4.36783
H 2.86325 -1.64598 6.07223
H 4.24531 -1.83342 -2.34169
H -4.58326 1.22213 -1.42945
H 0.08419 7.07039 4.16444
H -1.16530 -0.83732 -5.16097
H -3.07415 0.66769 0.45215
H 0.58420 -0.61542 -5.43093
H -5.51042 -3.57924 -0.68188
H 1.83764 -0.70080 -2.66852
H 4.79962 -2.52517 2.32564
H 5.56154 -2.53345 -3.32223
H 4.64537 -2.83987 4.79153
H -3.04711 5.22140 -1.47769
H 1.84175 5.86091 2.92462
H 1.33286 3.66775 1.87647
H -2.69558 3.92622 3.31928
H 2.50456 0.76564 -2.18260
H -3.21489 -3.88939 2.93271
H -1.35350 3.13566 -2.70734
*
```

**Energy relative to the best compared isomer or geometry (same formula, charge and spin)**: 231.2 kJ/mol
**HOMO level (spin up / spin down)**: -6.0 / -6.0 eV
**LUMO energy (spin up / spin down)**: -1.172 / -0.724 eV
**Orbital gap (spin up / spin down)**: 4.815 / 5.263 eV

Mulliken population analysis, charges in e, atoms 1 to 8: V -0.017; S -0.052; S -0.139; S -0.389; S -0.001; S 0.246; S 1.251; S -0.133

=====

The following is a DFT calculation (wB97M-V/def2-TZVPD) of a structure of composition C29H35F4N3O3P2PtS at a distorted geometry.

```
! wB97M-V def2-TZVPD RIJCOSX def2/J DEFGRID3
* xyz 2 1
Pt -0.33700 -0.44255 0.06003
S -1.44212 2.60295 -0.96463
P 0.81585 -0.69056 -1.94689
P 1.89750 -0.55244 0.85794
F -0.05703 -3.64848 -0.12537
F -4.05064 -2.25522 -2.23937
F -0.13773 -5.91934 -1.49589
F -4.14638 -4.55797 -3.52995
O -2.65917 2.46417 -0.21916
O 1.62048 2.07461 1.07267
O -1.51009 2.35480 -2.37226
N -0.20500 1.67210 -0.24884
N -1.54917 -0.27201 1.88008
N -1.95062 -1.68219 -0.39469
C -1.27232 -1.49803 2.70420
C -1.03602 -3.83140 -1.01782
C 1.24360 4.99790 0.51633
C 0.81609 6.27242 0.16756
C 1.38690 -2.33318 -2.46342
C -0.68362 4.13771 -0.61853
C 2.59254 -0.08909 2.46438
C 4.14922 0.75404 -0.22636
C -3.13622 -4.34718 -2.70339
C 2.33749 0.23666 -1.73045
C 0.46909 3.92728 0.10595
C -1.13491 5.39266 -0.97534
C 2.35556 -2.31422 0.90005
C -1.09836 -5.02773 -1.69626
C 2.89978 0.19668 -0.45067
C -2.02347 -2.84228 -1.15411
C -3.09728 -3.15054 -2.00938
C -2.17159 -1.71119 3.90922
C -2.93949 -0.28074 1.33324
C -3.18541 -1.37667 0.33552
C 0.71274 2.49065 0.37712
C -1.51984 0.97506 2.72562
C 4.81848 1.37556 -1.27390
C 4.24555 1.44449 -2.53495
C 3.00553 0.86409 -2.77298
C -2.14681 -5.29969 -2.55756
C -0.35414 6.46672 -0.56479
C -0.27888 1.21272 3.54437
C -0.08073 -0.15416 -3.40219
H -3.07929 0.67786 0.85347
H 0.59390 -3.07594 -2.45603
H -0.14523 0.47780 4.33888
H -3.95502 -1.03610 -0.35902
H 2.14759 4.83603 1.08740
H 1.72541 -2.21014 -3.49438
H 2.23358 -2.67380 -1.87551
H -2.19593 -6.23518 -3.09910
H 3.57040 -0.57477 2.50605
H -3.22530 -1.78627 3.64164
H -0.66174 7.47256 -0.81669
H 1.96572 -2.90095 0.08221
H 0.60517 1.25898 2.92241
H -1.89228 -2.65771 4.37187
H -3.66031 -0.34185 2.14944
H -0.44846 0.86010 -3.31654
H 1.99162 -0.50203 3.27206
H 2.01159 -2.75370 1.83774
H 4.59870 0.73924 0.75783
H -0.23162 -1.42317 3.02315
H 2.57433 0.91058 -3.76477
H 3.44721 -2.34832 0.87906
H 0.59907 -0.24468 -4.25184
H -1.33454 -2.35760 2.03691
H 1.39753 7.13286 0.46966
H 2.69849 0.98300 2.57325
H -2.38949 0.90661 3.38258
H 5.78797 1.82189 -1.09814
H -2.04486 5.53688 -1.54127
H 4.76550 1.94789 -3.33861
H -0.37945 2.18912 4.01927
H -1.70836 1.80829 2.05107
H -0.91801 -0.83565 -3.56539
H -3.54654 -2.30323 0.79154
H -2.05968 -0.93500 4.66466
*
```

**Energy relative to the best compared isomer or geometry (same formula, charge and spin)**: 34.4 kJ/mol
**HOMO level (spin up / spin down)**: -14.4 / -14.4 eV
**LUMO energy (spin up / spin down)**: -8.580 / -8.580 eV
**Orbital gap (spin up / spin down)**: 5.828 / 5.828 eV

Mulliken population analysis, charges in e, atoms 1 to 8: Pt 3.277; S 1.050; P 1.325; P 0.959; F -0.356; F -0.299; F -0.284; F -0.273

=====

The following is a DFT calculation (wB97M-V/def2-TZVPD) of the ion CH3O3Si with charge -1 at a distorted geometry.

```
! wB97M-V def2-TZVPD RIJCOSX def2/J DEFGRID3
* xyz -1 1
Si 0.68360 -0.42414 0.28284
O 1.30808 0.99744 -0.55567
O -2.11042 -0.97996 -0.42381
O -1.57063 1.14605 0.03850
C -1.36464 -0.10534 -0.07464
H 1.28362 -1.59621 -0.52469
H 0.45926 1.44031 -0.47805
H 1.31114 -0.47814 1.73551
*
```

**Energy relative to the best compared isomer or geometry (same formula, charge and spin)**: 55.1 kJ/mol
**HOMO level**: -3.8 eV
**Structure (SMILES)**: O=C([O-])[SiH2]O
**LUMO energy**: 4.179 eV
**Orbital gap**: 8.014 eV

Computed natural (NBO) charges, given in elementary charges: Si 1.044; O -1.098; O -0.717; O -0.810; C 0.568; H -0.242; H 0.492; H -0.236